Run 1
Here is a 2-piece molecular cluster, C2H5OPS overall from the Open Molecules 2025 dataset. Energies are from wB97M-V/def2-TZVPD.

CARTESIAN COORDINATES (ANGSTROEM)
C1 -0.832 -0.560 -0.726
C2 -0.820 1.723 0.392
O1 -1.209 -1.429 -1.449
P1 -0.549 -2.559 2.162
S1 0.354 0.419 -0.180
H1 -1.796 1.363 0.714
H2 -0.646 2.483 -0.307
H3 -0.567 2.166 1.380
H4 -1.685 -1.722 2.229
H5 -0.731 -2.809 0.770

HOMO-LUMO gap (alpha / beta): 8.84 / 5.97 eV

***

Run 2
Here is an isolated molecule of C2H5OPS from the Open Molecules 2025 dataset. Energies are from wB97M-V/def2-TZVPD.

CARTESIAN COORDINATES (ANGSTROEM)
C1 1.092 -0.745 0.444
C2 -1.228 -0.094 -0.177
O1 -2.209 0.483 -0.945
P1 0.501 0.150 -0.963
S1 -0.958 0.562 1.481
H1 0.632 -1.746 0.468
H2 1.809 -0.374 1.119
H3 -1.334 -1.175 -0.256
H4 -2.128 1.513 -0.721
H5 0.882 1.572 -0.464

HOMO-LUMO gap (alpha / beta): 6.42 / 6.20 eV

***

Run 3
Here is an isolated molecule of C2H5OPS from the Open Molecules 2025 dataset. Energies are from wB97M-V/def2-TZVPD.

CARTESIAN COORDINATES (ANGSTROEM)
C1 -0.432 1.261 0.138
C2 -1.042 -0.039 -0.212
S1 -2.633 -0.219 -0.374
O1 -0.166 -1.072 -0.429
P1 1.505 -0.885 -0.015
H1 -0.085 1.204 1.211
H2 -0.950 2.256 -0.037
H3 0.472 1.125 -0.604
H4 1.902 -1.862 -0.818
H5 1.428 -1.769 1.140

SMILES: CC(=S)OP
HOMO-LUMO gap: 9.00 eV

***

Question: of the structures shown, which is the most stable? Reply: run 3.